This record from the Open Molecules 2025 dataset describes C4H10N2O2 as an isolated structure. The level of theory is ωB97M-V/def2-TZVPD.

Positions of all 18 atoms, in Å:
C -1.260 0.333 -0.740
C 1.197 -0.724 0.219
C 1.921 0.563 0.447
C -0.141 -0.968 0.520
N -2.395 -0.384 -0.694
N -1.090 1.590 -0.160
O 1.880 -1.712 -0.382
O -0.805 -2.100 0.283
H 2.816 -1.480 -0.439
H -0.719 0.205 -1.674
H -0.343 -0.396 1.458
H -1.875 -1.654 -0.306
H -2.969 -0.101 0.100
H -0.922 2.347 -0.805
H -1.624 1.789 0.673
H 2.325 0.944 -0.502
H 2.749 0.427 1.140
H 1.257 1.321 0.860

The calculation puts the energy relative to the best compared isomer or geometry (same formula, charge and spin) at 107.5 kcal/mol. The calculation puts the HOMO-LUMO gap at 0.2986 Eh.